Record 1
H39O20 | ωB97M-V with the def2-TZVPD basis set

```
59
Properties=species:S:1:pos:R:3
H -2.157 -1.564 -2.658
H -4.647 -2.499 -2.821
O -4.665 0.069 -0.368
H 0.613 0.144 -2.112
O -1.621 -0.178 1.984
H -1.667 -1.788 -1.051
O -2.641 -1.982 -0.600
H -4.607 -0.904 0.011
O 2.927 -2.637 -1.358
O 0.417 -4.944 1.440
H -1.594 -0.343 1.038
O 4.379 2.738 1.974
H 3.160 -2.727 1.173
H 0.195 4.594 -3.122
H 1.258 1.884 3.505
H 1.475 4.061 3.442
H -1.371 0.050 -1.709
H -4.410 0.485 0.366
O 1.797 4.978 3.126
H 4.202 1.834 1.492
H 0.739 -1.115 5.343
H 0.305 -1.891 -1.779
H 0.829 -4.673 2.172
O -0.367 -1.432 -1.563
H -1.578 -2.025 -4.206
H -1.154 4.694 3.075
H 0.367 3.157 -2.641
H 1.763 -0.349 -1.451
H 0.338 -4.384 0.662
O -1.463 5.177 2.352
H -2.069 4.565 2.105
H -2.044 -0.692 -4.799
O -4.455 -3.409 -2.535
H 1.787 5.026 2.195
H -1.811 0.635 -3.033
H 1.684 -2.362 1.067
H -1.038 -0.052 -5.793
H -2.113 0.587 2.185
O 1.053 1.411 4.410
O 3.636 1.374 -0.240
O 1.220 1.019 1.777
O -1.904 -0.138 -5.496
O -2.105 0.772 -2.103
H 1.033 1.353 0.862
H 3.385 -2.011 -1.917
H 3.537 2.710 2.409
H 3.396 2.329 -0.421
H 2.390 -3.141 -1.999
O 2.336 -2.623 1.770
H -2.535 -3.004 -0.553
O 1.344 -1.841 5.212
H 2.769 0.851 -0.272
O 0.793 4.089 -2.667
O -2.349 -2.015 -3.563
H 0.600 0.534 4.339
H -3.649 -3.315 -2.949
O 1.529 0.412 -1.975
H 0.897 0.051 1.864
H 1.863 -1.548 4.404
```

Computed properties:
- E_LUMO: 1.72 eV
- Charge: -1
- E_HOMO: -7.38 eV
- ΔE to the lowest compared entry with this formula, charge and spin: 175.0 kcal per mole



Record 2
C9H8ClNO2 | ωB97M-V with the def2-TZVPD basis set

```
21
Properties=species:S:1:pos:R:3
C -0.883 0.027 1.126
N 3.650 0.750 0.105
Cl 0.346 -3.111 0.311
C -1.914 0.892 1.390
C -2.759 0.541 -0.821
H -1.964 1.270 2.396
C -1.596 -0.194 -1.078
O 4.145 1.639 -0.569
C 1.728 -0.816 0.032
O 4.097 0.212 1.081
H -3.426 0.609 -1.659
H 1.986 0.796 -1.311
C -2.945 1.056 0.404
C -0.652 -0.513 -0.140
C 0.528 -1.437 -0.498
H 2.131 -1.318 0.947
H 0.678 -1.593 -1.630
C 2.424 0.221 -0.439
H -1.623 -0.632 -2.158
H -0.182 -0.013 2.058
H -3.767 1.617 0.453
```

Computed properties:
- E_LUMO: -0.59 eV
- E_HOMO: -9.88 eV
- ΔE to the lowest compared entry with this formula, charge and spin: 93.4 kcal per mole
- SMILES string: O=[N+]([O-])/C=C/[C@@H](Cl)c1ccccc1



Record 3
C12H36N12O24 | ωB97M-V with the def2-TZVPD basis set

```
84
Properties=species:S:1:pos:R:3
H 37.691 -24.532 -1.793
N 33.638 -29.835 -7.356
H 30.816 -26.954 -7.261
O 30.315 -24.270 -2.525
H 35.198 -28.322 -7.423
N 30.080 -25.328 -3.149
N 33.170 -26.013 -12.652
H 40.141 -22.133 -7.331
O 36.412 -26.030 -9.596
H 34.536 -23.913 -6.186
H 35.542 -29.908 -8.231
H 29.158 -27.034 -7.394
N 32.645 -21.952 -9.331
C 34.345 -24.841 -6.303
N 36.300 -23.803 -3.132
N 37.088 -25.159 -10.135
H 35.391 -29.685 -3.282
H 36.337 -29.637 -4.821
H 30.975 -23.148 -9.991
O 32.862 -22.578 -1.487
C 34.672 -29.116 -8.063
H 28.813 -26.804 -3.104
O 32.036 -25.709 -13.028
O 31.700 -21.017 -2.554
O 34.271 -25.591 -13.186
H 37.220 -23.431 -11.200
O 32.000 -25.008 -6.505
H 34.263 -25.265 -5.384
N 38.351 -23.032 -6.668
O 36.213 -26.777 -4.435
O 34.361 -27.895 -5.063
O 35.378 -24.485 -2.790
C 38.952 -22.148 -7.575
H 34.266 -28.844 -9.186
N 32.435 -22.053 -2.496
O 30.228 -25.478 -4.406
O 29.353 -25.036 -8.917
H 37.112 -28.763 -3.437
O 33.112 -25.549 -8.198
H 33.363 -22.186 -4.359
C 29.330 -26.350 -2.431
O 38.271 -24.900 -9.668
C 37.655 -24.310 -2.821
H 35.901 -23.319 -9.827
H 34.151 -27.595 -11.832
N 29.070 -21.179 -6.459
H 38.635 -21.122 -7.246
H 38.331 -23.760 -3.086
H 31.930 -22.640 -11.350
H 31.793 -22.832 -4.526
O 32.472 -29.360 -7.253
C 32.108 -23.027 -10.299
H 37.598 -25.291 -3.440
H 35.200 -25.381 -7.089
H 32.501 -23.827 -10.340
O 37.305 -23.512 -7.037
O 36.171 -22.619 -3.562
C 33.273 -26.965 -11.572
O 38.934 -23.218 -5.603
H 32.951 -23.755 -3.618
H 35.754 -24.387 -11.416
H 28.326 -22.978 -6.169
O 34.111 -30.580 -6.458
C 29.923 -27.102 -7.998
H 38.937 -22.330 -8.581
H 28.920 -25.479 -1.636
N 33.038 -25.174 -7.035
H 32.414 -27.652 -11.732
H 30.214 -26.796 -1.975
O 31.944 -21.250 -8.741
C 36.087 -29.017 -3.938
C 32.657 -22.647 -3.866
O 33.836 -22.160 -9.148
H 29.935 -23.136 -6.538
H 33.467 -26.423 -10.667
C 28.956 -22.662 -6.781
O 31.056 -26.113 -9.747
N 35.460 -27.778 -4.367
O 29.355 -20.386 -7.355
H 28.743 -22.807 -7.905
O 29.327 -21.010 -5.343
C 36.437 -23.957 -10.688
N 30.133 -25.985 -8.939
H 29.921 -28.027 -8.431
```

Computed properties:
- E_LUMO: -1.51 eV
- E_HOMO: -10.08 eV
- ΔE to the lowest compared entry with this formula, charge and spin: 270.0 kcal per mole
- SMILES string: C[N+](=O)[O-].C[N+](=O)[O-].C[N+](=O)[O-].C[N+](=O)[O-].C[N+](=O)[O-].C[N+](=O)[O-].C[N+](=O)[O-].C[N+](=O)[O-].C[N+](=O)[O-].C[N+](=O)[O-].C[N+](=O)[O-].C[N+](=O)[O-]



Record 4
C34H31GeN3O2RuTe | ωB97M-V with the def2-TZVPD basis set

```
73
Properties=species:S:1:pos:R:3
C 23.551 -9.322 10.445
H 24.292 -9.115 11.226
C 18.414 -10.294 11.475
C 22.624 -8.365 10.152
Te 17.762 -8.281 11.769
N 19.187 -6.009 8.323
C 17.930 -4.497 7.053
H 14.063 -10.443 8.032
H 13.472 -7.655 12.090
C 17.848 -3.513 6.012
H 18.638 -10.814 12.433
C 19.025 -4.770 7.744
O 20.878 -9.974 7.191
H 11.133 -1.781 9.351
H 13.136 -11.531 10.052
H 14.907 -4.534 4.577
C 16.599 -5.984 8.409
H 15.796 -4.451 14.687
N 20.486 -6.378 8.571
H 14.800 -5.828 12.884
N 16.740 -5.275 7.265
H 20.363 -8.228 12.019
H 12.608 -9.972 12.078
H 13.460 -1.174 9.340
C 16.729 -3.460 5.268
C 20.446 -7.682 8.855
H 10.413 -4.193 9.348
C 22.654 -10.730 8.637
H 24.355 -11.226 9.969
H 18.392 -2.556 11.862
H 22.772 -11.604 8.007
H 19.928 -4.191 7.617
H 19.703 -7.208 13.414
C 17.609 -3.266 12.106
C 12.436 -4.901 9.246
H 17.600 -2.875 14.208
H 16.735 -2.630 4.602
C 13.970 -9.891 8.966
Ge 15.183 -5.947 9.892
C 15.781 -5.449 6.257
C 16.089 -5.026 11.346
H 19.982 -9.594 7.406
C 14.255 -7.761 10.069
C 11.848 -2.559 9.417
H 17.711 -10.830 10.820
C 21.694 -8.530 9.100
C 13.826 -4.547 9.335
H 22.595 -7.452 10.706
C 13.024 -9.574 11.129
C 19.678 -7.447 12.325
H 14.899 -8.184 8.065
C 15.759 -4.508 5.282
H 19.832 -6.472 11.881
H 17.456 -3.951 10.064
C 14.182 -3.201 9.283
H 12.218 -5.980 9.245
H 19.312 -10.328 10.924
C 17.079 -4.056 11.079
H 15.069 -6.293 6.387
C 16.184 -4.351 13.683
H 15.238 -2.877 9.244
C 13.475 -8.227 11.136
C 13.214 -2.225 9.392
Ru 17.701 -7.023 9.361
O 19.277 -8.335 8.889
C 23.569 -10.517 9.680
C 13.266 -10.417 10.048
C 11.473 -3.887 9.295
C 17.173 -3.418 13.411
C 14.355 -8.579 8.957
H 18.644 -2.766 6.006
C 15.616 -5.140 12.651
C 21.697 -9.767 8.352
```

Computed properties:
- E_LUMO (spin up / spin down): 2.30 / 2.27 eV
- Spin multiplicity: 6
- Charge: -1
- E_HOMO (spin up / spin down): -1.65 / -3.74 eV
- ΔE to the lowest compared entry with this formula, charge and spin: 3.7 kcal per mole